Entry i
23
Properties=species:S:1:pos:R:3 method="wB97M-V/def2-TZVPD" homo_lumo_gap_ev=7.56 total_charge=0
C -1.90147 -1.42900 0.52944
C -2.64457 -0.09819 0.66653
S -3.13500 0.60281 -0.93424
C -0.54211 -1.24562 -0.20979
N 0.40703 -0.41821 0.49159
C 2.50310 0.86754 0.84097
C 1.55367 0.13932 -0.15641
C 1.30660 1.08975 -1.32199
H -2.42008 -2.06783 -0.18019
H -1.64810 -1.86722 1.50489
H -3.61284 -0.16403 1.15750
H -2.05633 0.53166 1.28232
H -1.14036 1.12870 -1.43336
H -0.78645 -0.75338 -1.15895
H -0.08970 -2.22685 -0.45017
H 0.32308 -0.34184 1.51431
H 2.58691 0.14708 1.71825
H 2.02765 1.82915 1.07278
H 3.45562 1.00026 0.31265
H 2.10269 -0.72824 -0.55014
H 2.24227 1.57060 -1.67668
H 0.82987 0.56628 -2.14031
H 0.63853 1.86727 -0.87899



Entry ii
23
Properties=species:S:1:pos:R:3 method="wB97M-V/def2-TZVPD" homo_lumo_gap_ev=9.33 smiles=CCN[C@H](C)CCS total_charge=0
C -1.78365 -1.68235 1.58737
C -1.66289 -0.33630 0.89603
N -0.81355 -0.44394 -0.35096
C -0.11253 0.81177 -0.74869
C -0.85883 1.29233 -2.00307
C 1.39424 0.38387 -0.89871
C 1.98773 0.09903 0.52385
S 3.56080 -0.69041 0.47404
H -0.92674 -1.93118 2.27990
H -1.69931 -2.51931 0.89328
H -2.75671 -1.71342 2.07505
H -1.23173 0.44416 1.55530
H -2.60811 0.04842 0.55051
H -0.36934 -1.34393 -0.36837
H -0.12526 1.52898 0.11913
H -1.64150 1.99043 -1.69260
H -0.23437 1.95149 -2.66932
H -1.30097 0.42053 -2.49690
H 1.48916 -0.55172 -1.42308
H 2.04888 1.13471 -1.35097
H 2.10503 1.16132 0.92515
H 1.24938 -0.39446 1.15783
H 4.29027 0.33999 0.96522



Of them, the most stable is entry ii and the least stable is entry i.



Entry i
18
Properties=species:S:1:pos:R:3 method="wB97M-V/def2-TZVPD" homo_lumo_gap_ev=10.63 smiles=C[C@H](O)[SiH](C)C total_charge=0
C 2.03456 0.38644 0.66482
C 0.99851 -0.64234 0.13504
O 1.18676 -0.89666 -1.28185
Si -0.72214 0.06514 0.37824
C -0.76831 1.40294 -0.93964
C -2.03208 -1.33926 0.27951
H 1.96930 1.31264 0.10449
H 1.89156 0.49784 1.74248
H 3.08089 -0.13383 0.51821
H 1.10608 -1.70390 0.61236
H 2.06668 -1.35646 -1.51997
H -0.43805 0.54976 1.90368
H -0.91150 1.09884 -1.94798
H -1.53692 2.19809 -0.76595
H 0.14376 2.14756 -0.89578
H -2.97965 -0.96940 0.50616
H -2.02937 -1.73281 -0.76269
H -1.95084 -2.18524 0.90841



Entry ii
18
Properties=species:S:1:pos:R:3 method="wB97M-V/def2-TZVPD" homo_lumo_gap_ev=10.65 smiles="C[SiH](C)O.C=C" total_charge=0
C -2.08422 1.77136 0.19529
Si -1.81036 -0.12285 0.47994
C -2.00264 -1.14275 -1.15359
O -0.34719 -0.36874 1.03645
H -1.25944 2.38492 0.65761
H -2.03093 1.78751 -0.90540
H -3.01959 2.01472 0.79133
H -2.75301 -0.74436 1.32058
H -2.97085 -0.95818 -1.72283
H -1.20003 -0.77288 -1.76926
H -1.77234 -2.16540 -0.89991
H 0.00011 -1.06151 1.63572
C 3.57220 0.50699 -0.06696
C 3.54310 -0.74081 0.21377
H 2.82172 1.18468 0.34779
H 4.36721 0.91673 -0.67799
H 2.68012 -1.11773 0.75012
H 4.26612 -1.37171 -0.23266



Of them, the most stable is entry ii and the least stable is entry i.



Entry i
12
Properties=species:S:1:pos:R:3 method="wB97M-V/def2-TZVPD" homo_lumo_gap_ev=11.23 smiles="O=C1CCN=CO1" total_charge=0
O -0.17468 -2.45747 -0.77462
C -0.15731 -1.37555 -0.26099
C 0.87818 -0.30731 -0.50603
C 0.36104 1.12686 -0.30771
N -0.69782 1.25916 0.67393
C -1.26670 0.22582 1.10297
O -1.09845 -1.08003 0.69492
H 1.68773 -0.51487 0.20517
H 1.28179 -0.47054 -1.50787
H 0.02226 1.56324 -1.25408
H 1.17824 1.76262 0.04359
H -2.01430 0.26806 1.89072



Entry ii
12
Properties=species:S:1:pos:R:3 method="wB97M-V/def2-TZVPD" homo_lumo_gap_ev=9.34 smiles=Cc1oncc1O total_charge=0
C -1.68568 -0.61625 -0.04912
C -0.17411 -0.45726 0.03062
O 0.65623 -1.58214 0.13369
N 1.95526 -1.07138 0.01800
C 1.94489 0.17992 -0.09003
C 0.60516 0.64999 0.10819
O 0.34302 1.94064 0.06363
H -2.10126 0.40431 -0.41266
H -1.73197 -1.43773 -0.74853
H -2.13032 -0.83509 0.95556
H 2.86073 0.70383 -0.12592
H -0.54196 2.12117 0.11656



Of them, the most stable is entry i and the least stable is entry ii.



Entry i
12
Properties=species:S:1:pos:R:3 method="wB97M-V/def2-TZVPD" homo_lumo_gap_ev=7.90 total_charge=0
C 0.84810 -1.85209 0.27197
C 0.35640 -0.48346 -0.01207
C 1.36701 0.63362 -0.13809
O 0.87672 1.54364 -0.83031
C -0.83283 1.29411 -0.10622
O -1.79709 2.08282 -0.60362
N -0.86336 -0.06033 -0.13983
H 0.10640 -2.60797 0.02161
H 1.76409 -2.00331 -0.31157
H 1.12904 -1.94435 1.32776
H -0.34042 1.68329 0.76875
H -2.61405 1.71402 -0.24840



Entry ii
12
Properties=species:S:1:pos:R:3 method="wB97M-V/def2-TZVPD" homo_lumo_gap_ev=10.59 smiles="O=C[C@H]1CN=CO1" total_charge=0
O 0.87085 0.20691 -2.49590
C 0.21675 0.66097 -1.59050
C -0.39537 -0.22070 -0.52096
C 0.67006 -0.82206 0.43937
N 0.35986 -0.23974 1.74490
C -0.66142 0.48319 1.57455
O -1.22157 0.57745 0.33962
H 0.04213 1.75106 -1.46373
H -1.01475 -0.98496 -1.00032
H 0.61126 -1.91270 0.49347
H 1.68936 -0.55962 0.13772
H -1.16716 1.06018 2.34177



Entry iii
12
Properties=species:S:1:pos:R:3 method="wB97M-V/def2-TZVPD" homo_lumo_gap_ev="8.76 / 8.76" total_charge=0
O -0.49434 -1.36051 0.61963
C -1.22082 -0.41097 0.07792
C -0.40884 0.29162 -0.91944
C 0.06850 1.05860 0.32187
N 1.08396 0.19554 0.99384
C 0.90334 -0.92685 0.21334
O 0.65562 -0.58775 -1.15654
H -2.18268 -0.14987 0.49778
H -0.78241 0.79637 -1.80456
H 1.25003 1.25775 0.16631
H -0.48352 1.79252 0.89792
H 1.59038 -1.75977 0.31355



Of them, the most stable is entry ii and the least stable is entry iii.



Entry i
12
Properties=species:S:1:pos:R:3 method="wB97M-V/def2-TZVPD" homo_lumo_gap_ev=9.36 smiles="O/N=C1/C=COC1" total_charge=0
O -2.45817 -0.36287 -0.08591
N -1.50178 0.74066 -0.05100
C -0.29323 0.34156 0.25110
C 0.97758 1.16324 0.05608
C 1.91422 0.34537 -0.13571
O 1.61879 -0.86759 -0.03552
C 0.20566 -1.07184 0.05917
H -3.37490 0.25185 -0.03959
H 0.93128 2.25780 0.10371
H 2.84561 0.64212 -0.30909
H -0.26787 -1.46933 -0.80520
H 0.26796 -1.69337 0.99482



Entry ii
12
Properties=species:S:1:pos:R:3 method="wB97M-V/def2-TZVPD" homo_lumo_gap_ev=8.35 total_charge=0
C -0.74229 1.17412 0.42892
C 0.60206 1.36480 0.04994
C -1.08592 -0.11290 0.09794
C 1.05266 0.19121 -0.50228
N 0.02214 -0.66115 -0.41775
O -0.46275 -3.11859 -0.24010
O 0.00286 -2.23392 -1.14592
H -1.39008 1.88921 0.89658
H 1.18077 2.25763 0.17781
H -1.99958 -0.66024 0.20314
H 2.00287 -0.08330 -0.90868
H 0.31106 -3.49167 0.21805



Of them, the most stable is entry i and the least stable is entry ii.



Entry i
12
Properties=species:S:1:pos:R:3 method="wB97M-V/def2-TZVPD" homo_lumo_gap_ev=10.49 smiles="Cc1co[nH]c1=O" total_charge=0
C 1.28271 -1.24200 0.06284
C 0.46188 -0.02153 0.00592
C 0.58739 1.25778 0.11758
O -0.97079 1.81918 0.20814
N -1.60339 0.94620 -0.76589
C -1.13197 -0.09073 0.01563
O -1.69639 -1.07954 0.42880
H 0.92153 -1.89647 0.86032
H 1.21355 -1.78233 -0.88517
H 2.33056 -1.00582 0.26065
H 1.21893 2.05139 0.46060
H -2.61401 1.04389 -0.76942



Entry ii
12
Properties=species:S:1:pos:R:3 method="wB97M-V/def2-TZVPD" homo_lumo_gap_ev=9.52 smiles="O/N=C1/C=COC1" total_charge=0
O 2.29565 -0.38111 0.10659
N 1.49177 0.75933 0.01530
C 0.31744 0.45066 0.01501
C -0.91550 1.12073 0.18949
C -1.84397 0.24392 -0.00431
O -1.45452 -1.07595 -0.02095
C -0.00562 -1.03619 0.07206
H 3.28516 -0.06221 -0.43322
H -1.15501 2.19690 -0.15013
H -2.94122 0.54084 -0.03073
H 0.32616 -1.49897 1.01070
H 0.59967 -1.25794 -0.76982



Of them, the most stable is entry i and the least stable is entry ii.



Entry i
12
Properties=species:S:1:pos:R:3 method="wB97M-V/def2-TZVPD" homo_lumo_gap_ev=10.67 smiles="O=C[C@H]1CN1C=O" total_charge=0
O -2.71904 0.85832 -0.05022
C -1.66516 0.33252 -0.30961
C -0.53517 0.27725 0.66796
C 0.23677 -1.03345 0.73588
N 0.80712 0.14537 0.21147
C 1.60320 0.51939 -0.83745
O 2.49320 -0.16281 -1.28729
H -1.47592 -0.16185 -1.28819
H -0.69416 0.86280 1.57065
H -0.05233 -1.82951 0.04889
H 0.60763 -1.36328 1.70161
H 1.39387 1.55527 -1.16371



Entry ii
12
Properties=species:S:1:pos:R:3 method="wB97M-V/def2-TZVPD" homo_lumo_gap_ev=10.67 smiles=COc1ccon1 total_charge=0
C -2.16940 -0.38308 0.02857
O -1.08772 0.64737 -0.09923
C 0.17003 0.22058 -0.06690
C 1.28133 1.09450 0.00734
C 2.25376 0.15038 -0.02759
O 1.78529 -1.10611 -0.01592
N 0.37323 -1.05776 -0.04697
H -3.09712 0.17928 -0.43471
H -1.91069 -1.31970 -0.56821
H -2.31395 -0.75522 1.11036
H 1.43063 2.16350 0.20732
H 3.28462 0.16626 -0.09405



Of them, the most stable is entry i and the least stable is entry ii.



Entry i
34
Properties=species:S:1:pos:R:3 method="wB97M-V/def2-TZVPD" homo_lumo_gap_ev=9.00 smiles="CSCC[C@H](NC(=O)[C@@H](N)CC(N)=O)C(=O)O" total_charge=0
C 4.71464 0.60987 -0.74474
S 3.59252 1.76222 0.21446
C 2.64538 0.73993 1.52400
C 1.11206 0.56133 1.00376
C 0.89491 -0.27307 -0.30157
N -0.48563 -0.28559 -0.60583
C -1.36509 -1.00054 0.33338
O -1.02243 -1.64591 1.34980
C -2.94252 -0.83132 0.03899
N -3.65721 -2.11379 0.44254
C -3.54337 0.44272 0.58915
C -3.24819 1.59452 -0.45560
N -3.94437 2.73005 -0.22218
O -2.57945 1.39726 -1.47964
C 1.52173 -1.61194 -0.59027
O 0.97738 -2.31890 -1.43624
O 2.70771 -1.87500 -0.06168
H 5.53966 0.18281 -0.08985
H 4.11662 -0.09972 -1.24906
H 5.30273 1.27422 -1.41449
H 3.26330 -0.17187 1.84401
H 2.56222 1.52842 2.33641
H 0.59995 1.58857 0.67929
H 0.43079 0.02632 1.82963
H 1.41085 0.15168 -1.20579
H -0.88235 0.51604 -1.19892
H -2.91963 -0.94733 -1.02819
H -3.43411 -2.87334 -0.15456
H -3.35044 -2.25365 1.43357
H -3.02009 0.64757 1.53542
H -4.57565 0.44352 0.86870
H -3.72556 3.72668 -0.67964
H -4.39133 2.68374 0.70215
H 2.80014 -2.78247 -0.30230



Entry ii
34
Properties=species:S:1:pos:R:3 method="wB97M-V/def2-TZVPD" homo_lumo_gap_ev=8.88 smiles="CSCC[C@H](N)C(=O)N[C@@H](CC(N)=O)C(=O)O" total_charge=0
C -5.29121 -0.34306 1.63710
S -4.92312 1.27578 0.73395
C -3.79774 0.59071 -0.53241
C -2.29488 0.46550 -0.11316
C -1.29322 -0.26402 -1.08527
N -1.92586 -1.60308 -1.22918
C 0.20266 -0.47364 -0.58966
O 0.60055 -1.56589 -0.21770
N 0.96479 0.59139 -0.75787
C 2.18107 0.72506 -0.09125
C 3.39851 -0.18285 -0.44942
C 4.16421 -0.53203 0.72712
N 4.69566 -1.83868 0.79681
O 4.57491 0.33516 1.55903
C 2.57330 2.28193 -0.24836
O 1.88383 3.18724 -0.82156
O 3.63106 2.60873 0.48941
H -5.87715 0.10895 2.39790
H -5.94912 -1.09131 1.13523
H -4.30327 -0.90716 1.88997
H -3.88203 1.39164 -1.17100
H -4.06936 -0.39278 -0.94346
H -1.78529 1.43084 -0.07205
H -2.23674 -0.02424 0.85887
H -1.21020 0.25583 -2.04193
H -1.77930 -2.14202 -0.42131
H -1.58784 -2.05184 -2.05467
H 0.51397 1.51875 -0.79425
H 2.06156 0.59991 1.01645
H 4.07698 0.19530 -1.27707
H 3.01517 -1.18270 -0.83265
H 5.21116 -2.27559 1.65378
H 4.41859 -2.40061 -0.05713
H 4.03834 1.70875 0.90573



Of them, the most stable is entry ii and the least stable is entry i.